Entry 1:
Here is C2HCl2F in the gas phase from OMol25. Energies are from the ωB97M-V functional and the def2-TZVPD basis.

Last columns: bonded neighbours and bond lengths (Å).
Positions of all 6 atoms, in Å:
1 C 0.474 0.588 -0.030  C2 1.415, H3 1.093, F4 1.336
2 C -0.537 -0.397 -0.128  C1 1.415, Cl5 1.673, Cl6 1.682
3 H 0.703 1.386 -0.742  C1 1.093
4 F 0.950 0.875 1.185  C1 1.336
5 Cl -0.304 -1.393 1.196  C2 1.673
6 Cl -1.286 -1.059 -1.481  C2 1.682

structure (SMILES) = FC=C(Cl)Cl
energy above the lowest of the compared OMol25 structures with the same formula, charge and spin = 1.0183 eV
largest force on an atom = 5.417 eV/A
Kohn-Sham gap = 9.66 eV
HOMO = -9.256 eV
lowest unoccupied orbital energy = 0.4 eV

Entry 2:
Here is a gas-phase ion, C5H8NO (charge +1) from OMol25. Energies are from the ωB97M-V functional and the def2-TZVPD basis.

Last columns: bonded neighbours and bond lengths (Å).
Positions of all 15 atoms, in Å:
1 C -1.322 -0.047 0.028  C2 1.553, C3 1.476, N6 1.328
2 C -2.434 1.028 -0.112  C1 1.553, O7 1.451, H8 0.993, H9 1.085
3 C 0.115 -0.375 0.109  C1 1.476, C4 1.486, C5 1.425
4 C 0.629 -1.744 -0.156  C3 1.486, H10 1.043, H11 0.993, H12 1.134
5 C 0.981 0.757 0.091  C3 1.425, H13 1.100, H14 1.013, H15 1.008
6 N -2.233 -1.013 0.038  C1 1.328, O7 1.374
7 O -3.287 -0.132 0.066  C2 1.451, N6 1.374
8 H -2.564 1.787 0.515  C2 0.993
9 H -2.640 1.456 -1.087  C2 1.085
10 H 1.628 -1.740 -0.456  C4 1.043
11 H 0.030 -2.167 -0.826  C4 0.993
12 H 0.676 -2.298 0.832  C4 1.134
13 H 1.194 1.135 -0.920  C5 1.100
14 H 1.951 0.607 0.341  C5 1.013
15 H 0.628 1.600 0.515  C5 1.008

energy above the lowest of the compared OMol25 structures with the same formula, charge and spin = 4.7504 eV
largest force on an atom = 5.064 eV/A
Kohn-Sham gap = 8.58 eV
charge = +1
HOMO = -15.558 eV
lowest unoccupied orbital energy = -7.0 eV

Entry 3:
Here is 2 unconnected molecules or ions with the total composition C2H2Cl2O2S from OMol25. Energies are from the ωB97M-V functional and the def2-TZVPD basis.

Last columns: bonded neighbours and bond lengths (Å).
Positions of all 9 atoms, in Å:
1 C -1.898 -0.557 0.962  H8 1.128, H9 1.069
2 C 0.184 0.431 0.501  S5 1.750, Cl6 1.592
3 O 2.551 -0.070 -0.408  S5 1.445
4 O 0.746 -1.197 -1.579  S5 1.408
5 S 1.176 -0.071 -0.851  C2 1.750, O3 1.445, O4 1.408, Cl7 2.081
6 Cl 0.334 1.943 0.973  C2 1.592
7 Cl 1.047 1.516 -2.192  S5 2.081
8 H -1.975 -0.509 2.087  C1 1.128
9 H -2.166 -1.486 0.506  C1 1.069

energy above the lowest of the compared OMol25 structures with the same formula, charge and spin = 7.5144 eV
largest force on an atom = 5.044 eV/A
Kohn-Sham gap (spin up / spin down) = 7.82 / 8.19 eV
HOMO (spin up / spin down) = -9.545 / -10.357 eV
lowest unoccupied orbital energy (spin up / spin down) = -1.7 / -2.2 eV

Entry 4:
Here is 2 unconnected molecules or ions with the total composition C2H8NOS from OMol25. Energies are from the ωB97M-V functional and the def2-TZVPD basis.

Last columns: bonded neighbours and bond lengths (Å).
Positions of all 13 atoms, in Å:
1 C 0.437 2.660 -1.807  S2 1.857, H3 1.095, H4 1.088, H5 1.094
2 S 0.447 0.841 -1.429  C1 1.857
3 H 0.341 3.243 -0.885  C1 1.095
4 H 1.321 2.889 -2.397  C1 1.088
5 H -0.462 2.928 -2.369  C1 1.094
6 N 0.069 -1.925 0.545  C7 1.415, H9 1.008, H10 1.009
7 C -0.451 -1.908 1.860  N6 1.415, O8 1.410, H11 1.100, H12 1.098
8 O -0.801 -0.622 2.322  C7 1.410, H13 0.968
9 H -0.537 -2.182 -0.218  N6 1.008
10 H 0.698 -1.154 0.375  N6 1.009
11 H -1.183 -2.728 1.892  C7 1.100
12 H 0.271 -2.210 2.630  C7 1.098
13 H -1.413 -0.114 1.771  O8 0.968

energy above the lowest of the compared OMol25 structures with the same formula, charge and spin = 1.0093 eV
largest force on an atom = 1.231 eV/A
Kohn-Sham gap = 6.10 eV
charge = -1
HOMO = -2.311 eV
lowest unoccupied orbital energy = 3.8 eV